The following is a DFT calculation (wB97M-V/def2-TZVPD) of a cluster of 2 separate species, C13H20ClF3IN2O3S in total at a distorted geometry.

## Properties
LUMO	-0.12436	hartree
net charge	+1
DFT total energy	-62531.5775	eV

Atoms and positions in Å:
N: -1.9403 -4.1304 -0.3615
C: 2.7031 -0.1190 1.6358
H: 1.0258 0.9997 -0.0223
H: 3.2054 2.5190 -0.3365
O: 2.4260 3.7484 3.7686
C: 2.7828 3.1344 2.8536
H: -2.0429 -1.2517 -3.7789
H: -4.3079 -1.8862 -1.3153
F: 3.4025 -0.7930 2.5390
H: 0.2043 4.8320 1.4980
C: -3.3727 -3.7153 -0.5639
S: 5.6286 0.8346 -1.2062
C: 0.0697 2.7012 0.9405
Cl: 4.6631 4.2304 1.3730
H: -4.9706 -4.2547 -1.9099
O: 3.1713 1.8191 2.8342
H: -2.7022 -2.8883 -3.7428
C: -0.1557 4.2285 0.6499
C: 2.9355 3.6349 1.3893
H: 1.1251 2.5332 -0.9172
O: -2.2945 -2.0227 -1.8981
H: 0.1692 2.4926 2.0137
C: -3.9851 -4.6183 -1.6237
H: -1.5439 -3.7237 0.4898
C: 2.6457 2.3502 0.6041
H: 2.4098 4.5498 1.1097
C: 5.2118 0.9012 0.3047
C: -2.7346 -1.9107 -3.2577
C: 3.3387 1.2982 1.4920
F: 2.7312 -0.8200 0.5086
H: -3.0834 -1.6471 -0.0764
C: 1.2035 2.0784 0.0832
C: -3.3391 -2.2390 -0.9609
H: -4.1048 -5.6348 -1.2420
F: 1.4621 -0.0628 2.1156
H: -3.8906 -3.8533 0.3851
H: -3.3671 -4.6778 -2.5213
I: -1.7839 1.6971 0.3227
N: 4.7956 1.1214 1.4049
H: -1.2077 4.4603 0.4598
H: -3.7392 -1.4933 -3.3315
H: -1.8115 -5.1428 -0.3318
H: -1.3942 -3.7414 -1.1450
H: 0.4612 4.4619 -0.2332